Entry 1:
The following is a DFT calculation (the ωB97M-V functional and the def2-TZVPD basis) of 6 unconnected molecules or ions with the total composition C33H54B2BrF9N2O8S in a non-equilibrium geometry.

Output
HOMO level: -8.4061 eV
calculated total energy: -5922.0786 hartree
SMILES string: CCCCNc1ccc2c(c1)Sc1c(c(C[C@@H](C)Br)c(CCCC(F)(F)C(F)(F)F)c(B(C)O)c1C(F)(F)C(F)F)N2B(O)OC.CO.CO.CO.CO.CO
molar mass: 911.378 Da

XYZ file:
```
110
C33H54B2BrF9N2O8S, DFT the ωB97M-V functional and the def2-TZVPD basis
Br 0.92 2.10 -4.14
S 2.64 -2.29 0.57
F -3.54 4.32 -2.12
F -0.97 -3.05 3.08
F -4.95 4.63 -0.52
F -5.52 1.91 -2.53
F -5.71 2.30 -0.35
F 0.96 -2.09 2.96
F -0.11 -5.28 2.46
F -5.69 4.45 -2.54
F 1.81 -4.39 2.92
O -0.73 4.97 -1.40
O -1.17 -3.11 -3.88
O -2.97 -1.48 2.40
O -3.01 -2.08 5.72
O 3.43 -2.03 -3.65
O 1.70 -3.33 -2.62
O -4.68 0.89 2.99
O -6.55 -0.15 0.33
N 6.04 1.69 0.87
N 1.96 -0.97 -1.95
C 0.95 -1.90 0.11
C 3.61 0.79 -1.77
C -2.95 -0.79 -1.29
C 0.04 6.16 -1.29
C -0.31 1.40 -2.77
C 0.74 -4.31 2.06
C 3.04 -0.34 -1.22
C 8.17 1.42 2.16
C -3.54 1.76 -1.27
C -7.55 -1.17 0.33
C -4.44 1.78 4.08
C -0.17 -2.20 0.92
C 4.61 1.42 -1.06
C 7.37 1.03 0.87
C 4.16 -3.26 -3.71
C 7.64 3.95 2.37
C -0.51 -0.16 -2.94
C -1.41 -1.84 0.41
C 3.48 -0.82 -0.01
C -3.57 0.41 -0.50
C -0.45 -0.87 -1.60
C -4.77 3.98 -1.69
C 0.09 -2.88 2.25
C 7.54 2.54 3.00
C -4.91 2.44 -1.42
C -1.56 -1.18 -0.81
C -2.01 -2.74 6.50
C -3.86 -3.21 0.77
C 0.81 -1.27 -1.11
C 0.14 1.84 -1.38
C 4.48 -0.20 0.71
C 5.04 0.95 0.18
C -1.41 -3.71 -5.15
B 2.39 -2.10 -2.76
B -2.75 -2.18 1.21
H 4.81 -0.60 1.67
H 9.21 1.71 1.94
H -4.11 0.12 3.11
H 7.92 1.46 0.01
H -7.69 -1.56 1.34
H -3.16 1.61 -2.28
H -2.92 2.46 -0.69
H -4.34 -3.61 1.67
H 1.15 -4.47 1.06
H -0.98 -3.10 -5.94
H -8.50 -0.77 -0.03
H -1.26 1.90 -2.97
H -2.59 -0.61 2.22
H 4.33 -3.69 -2.70
H 7.31 -0.05 0.70
H -4.63 0.14 -0.32
H -1.18 -2.07 6.71
H 3.24 1.13 -2.73
H -2.59 -1.81 4.90
H 0.29 2.94 -1.36
H -0.97 -4.71 -5.18
H -3.45 -3.99 0.12
H -1.41 -0.40 -3.51
H -0.61 7.02 -1.08
H -0.21 -3.06 -3.76
H -2.46 -3.05 7.44
H 7.60 3.92 1.27
H -3.63 -1.64 -1.19
H -3.40 2.10 4.09
H -1.35 5.10 -2.12
H -3.11 0.47 0.49
H 8.52 4.51 2.71
H 1.10 1.41 -1.07
H -6.85 0.55 0.92
H 0.33 -0.48 -3.56
H -2.97 -0.52 -2.35
H 6.10 2.58 0.41
H 8.19 0.52 2.80
H -5.08 2.65 3.96
H -1.65 -3.62 5.97
H -4.65 -2.67 0.23
H -0.59 1.63 -0.58
H 5.07 2.33 -1.48
H 3.65 -4.03 -4.30
H 6.74 4.52 2.66
H -7.22 -1.97 -0.33
H 0.59 6.34 -2.21
H 5.15 -3.10 -4.14
H 2.05 -3.74 -1.82
H 0.75 6.04 -0.47
H -4.68 1.28 5.03
H 8.13 2.59 3.93
H -2.48 -3.78 -5.29
H 6.52 2.31 3.33
```

---

Entry 2:
The following is a DFT calculation (the ωB97M-V functional and the def2-TZVPD basis) of 6 unconnected molecules or ions with the total composition C33H54BF15NO13S in a non-equilibrium geometry.

Output
HOMO level: -4.8358 eV
calculated total energy: -4243.9116 hartree
molar mass: 1000.638 Da
charge: -1

XYZ file:
```
118
C33H54BF15NO13S, DFT the ωB97M-V functional and the def2-TZVPD basis
S 0.13 -1.66 -3.33
F 4.19 -4.52 3.68
F 4.53 -4.78 5.81
F -1.04 3.77 5.32
F -6.64 -3.39 -2.99
F -7.97 -4.40 -4.38
F -2.04 7.42 -2.67
F -3.89 8.44 -2.23
F 0.42 5.37 5.38
F 4.53 3.67 -1.32
F -8.47 -4.30 -2.28
F 4.56 1.89 -2.55
F -1.34 5.55 4.12
F 5.03 1.76 -0.43
F -3.85 6.28 -2.36
F 5.99 -3.73 4.60
O -6.80 -6.37 -1.86
O 1.38 -0.40 0.10
O 7.30 1.60 -1.76
O 1.90 -1.93 -1.53
O -5.89 -5.99 -3.89
O 4.55 -1.61 5.41
O 7.09 3.81 -2.17
O -1.78 6.97 -0.02
O 0.71 4.96 2.55
O 2.66 -2.77 4.97
O -3.95 7.48 0.24
O 0.62 2.87 3.38
O -0.72 -0.92 0.51
N -0.04 0.69 -1.24
C -2.85 7.25 -0.46
C 1.84 -1.61 5.25
C -2.05 -1.37 0.39
C 8.70 1.65 -2.08
C -2.19 0.79 -2.53
C -3.82 7.36 1.67
C 0.36 4.04 3.43
C 3.84 -1.28 -0.02
C 5.16 2.51 -1.52
C 0.56 3.87 0.38
C 3.97 -2.60 5.08
C 0.52 -1.81 -1.54
C -4.67 -2.94 0.60
C -0.42 4.69 4.58
C -5.04 -7.14 -3.75
C 6.64 2.75 -1.85
C 5.87 -2.65 -0.87
C -3.22 8.60 2.28
C 4.63 -2.61 0.04
C -2.37 -2.56 -0.53
C -1.36 1.29 -1.34
C 4.68 -3.93 4.77
C -3.90 -2.72 -0.72
C -3.16 7.35 -1.96
C 9.50 2.14 -0.89
C -4.53 -1.63 -1.59
C 0.15 -0.59 -0.55
C -1.79 -3.89 0.06
C -5.79 -8.41 -4.10
C 1.76 -0.69 4.06
C -6.70 -5.73 -2.87
C 1.47 4.48 1.41
C -7.47 -4.43 -3.14
B 2.25 -1.57 -0.10
H -3.81 9.48 2.01
H 6.05 -3.67 -1.21
H 8.86 2.26 -2.96
H -1.95 1.27 -0.41
H 1.98 5.36 1.02
H -3.12 1.35 -2.62
H 8.97 0.62 -2.32
H 4.90 -2.82 1.08
H -4.28 -2.36 1.44
H -1.20 2.35 -1.54
H -2.31 -1.71 1.39
H -0.21 4.58 0.09
H -4.63 -7.18 -2.75
H -1.59 0.99 -3.42
H -6.22 -8.34 -5.10
H 2.74 -0.27 3.82
H -5.62 -1.63 -1.50
H 3.95 -3.40 -0.28
H 4.07 -0.64 0.84
H 0.86 -2.02 5.50
H -6.60 -8.59 -3.40
H 0.54 1.31 -0.70
H -1.02 -4.30 -0.59
H -1.96 -2.45 -1.53
H -4.26 -1.79 -2.63
H 9.25 3.17 -0.65
H 1.41 -1.23 3.18
H -2.59 -4.63 0.12
H 0.07 2.98 0.77
H 4.14 -0.74 -0.92
H 1.08 0.13 4.27
H -4.71 -3.98 0.89
H -4.83 7.19 2.04
H 9.30 1.52 -0.02
H 1.13 3.59 -0.51
H -2.20 8.76 1.93
H -4.01 -3.65 -1.30
H -3.20 8.52 3.37
H -1.18 -1.98 -3.36
H -4.20 -0.62 -1.31
H 2.24 3.78 1.75
H 6.75 -2.29 -0.33
H -3.23 6.47 1.91
H 5.71 -2.04 -1.75
H 10.57 2.09 -1.12
H -5.71 -2.62 0.46
H -2.35 -0.28 -2.51
H -5.11 -9.27 -4.07
H 0.11 -2.76 -1.17
H 2.23 -1.11 6.14
H -2.77 -0.57 0.18
H -1.41 -3.71 1.06
H -4.22 -6.98 -4.45
H 1.89 -2.56 0.57
```

---

Question: Among the records above, which one has the lowest calculated total energy?
Answer: C33H54B2BrF9N2O8S

---

Question: Which of these has the lowest calculated total energy?
Answer: C33H54B2BrF9N2O8S

---

Question: molar mass of number 2 (C33H54BF15NO13S)?
Answer: 1000.638 Da

---

Question: What is the HOMO level in the second record?
Answer: -4.8358 eV